C13H31CuNO7 as an isolated structure. Source: the OMol25 dataset; level of theory: ωB97M-V/def2-TZVPD.

The calculation puts the lowest unoccupied orbital energy at 2.5 eV. The gap between HOMO and LUMO comes out at 4.7 eV. The total charge is -1. For the molecular weight, the calculation gives 376.9 g mol⁻¹. As for the HOMO energy: -2.163 eV. The value obtained for the energy above the lowest of the compared OMol25 structures with the same formula, charge and spin is 49.6 kJ/mol.

Geometry as XYZ:
```
53
Properties=species:S:1:pos:R:3:lowdin_charge:R:1
Cu -9.730 -0.750 29.271 0.396
C -8.821 -0.318 26.685 -0.849
O -8.036 -0.150 27.715 -0.144
O -9.660 -1.343 26.678 -0.163
O -8.229 -0.246 25.534 -0.164
C -8.079 1.857 30.308 -0.056
O -8.948 0.756 30.577 -0.246
C -9.216 0.525 31.929 -0.225
C -10.280 -0.550 32.090 -0.169
N -9.823 -1.817 31.416 -0.045
C -10.851 -2.863 31.459 -0.205
C -10.850 -3.590 32.806 -0.226
O -9.595 -4.082 33.204 -0.184
C -9.159 -5.216 32.515 -0.116
H -7.347 1.948 31.110 0.089
H -8.721 2.745 30.264 0.076
H -7.673 1.775 29.300 0.087
H -9.577 1.450 32.394 0.127
H -8.327 0.144 32.447 0.129
H -11.200 -0.203 31.615 0.123
H -10.493 -0.838 33.123 0.112
H -9.155 -2.187 32.091 0.105
H -10.629 -3.541 30.632 0.109
H -11.832 -2.453 31.217 0.112
H -11.591 -4.398 32.766 0.120
H -11.255 -2.878 33.527 0.113
H -10.020 -5.858 32.286 0.087
H -8.402 -5.812 33.019 0.086
H -8.806 -4.986 31.503 0.093
C -12.298 -2.836 26.153 -0.054
C -12.404 -2.456 27.620 -0.508
C -13.380 -3.335 28.419 -0.059
O -11.139 -2.528 28.260 -0.127
H -12.053 -3.893 26.062 0.080
H -11.607 -2.230 25.569 0.071
H -13.289 -2.554 25.775 0.073
H -12.806 -1.437 27.720 0.112
H -13.115 -3.102 29.451 0.051
H -13.264 -4.398 28.207 0.073
H -14.419 -3.042 28.255 0.068
H -10.451 -2.134 27.613 0.001
C -11.729 2.440 26.678 -0.056
C -10.980 2.170 27.975 -0.438
C -11.416 3.059 29.147 -0.046
O -11.289 0.801 28.272 -0.081
H -11.467 3.375 26.169 0.077
H -12.806 2.552 26.845 0.075
H -11.606 1.731 25.858 0.091
H -9.898 2.166 27.832 0.138
H -12.470 3.314 29.231 0.074
H -10.755 3.928 29.094 0.076
H -11.091 2.432 29.980 0.061
H -12.167 0.613 27.929 0.076
```